# C7H13N7

An isolated ion of composition C7H13N7 and charge +2 (wB97M-V/def2-TZVPD, OMol25).

Structure (XYZ):
```
27
Properties=species:S:1:pos:R:3:forces:R:3:nbo_charge:R:1
C 1.04111 -2.74328 0.25748 -0.90 1.15 0.04 0.265
C 0.09634 -1.59532 -1.18993 1.73 1.23 2.08 0.291
C -0.80169 1.29218 -0.33420 -2.40 1.75 0.96 0.172
C -3.17850 0.29573 -0.43675 0.67 1.34 -3.13 0.301
C 0.50027 0.72736 -0.37973 -1.64 0.44 0.43 -0.193
C 1.70837 1.48980 -0.36949 -2.33 1.06 -0.04 0.547
C -4.02226 -0.28961 0.59661 0.15 2.14 -1.19 -0.688
N 0.37144 -2.80461 -0.85515 -0.28 -1.82 -0.41 -0.397
N -2.00806 0.76058 -0.36388 2.62 -0.16 0.72 -0.365
N 1.11077 -1.44594 0.70349 1.54 -2.96 -0.70 -0.009
N 0.60084 -0.66701 -0.34897 0.00 -1.36 -0.32 -0.148
N 1.71278 2.79421 -0.05898 2.26 -1.55 0.15 -0.745
N 1.98080 -1.05417 1.67595 -0.85 1.51 0.72 -0.637
N 2.82948 0.95888 -0.73795 0.34 -1.54 -0.07 -0.720
H 1.36898 -3.68606 0.64772 0.68 0.25 1.15 0.275
H -0.41279 -1.38921 -2.02188 -1.95 1.34 -3.12 0.231
H -0.95563 2.43398 -0.16584 0.78 -1.92 -0.46 0.250
H -3.55736 0.40877 -1.51351 0.00 -0.59 1.46 0.230
H -4.06344 -1.29681 0.37694 -0.62 -2.30 0.05 0.269
H -4.94216 0.23423 0.59892 -1.61 -0.09 -0.89 0.281
H -3.73288 0.01651 1.52366 1.69 -0.13 2.85 0.249
H 0.89051 3.30730 -0.07883 -1.26 1.26 0.40 0.422
H 2.62080 3.19538 0.20222 -0.98 0.33 -0.34 0.431
H 2.93806 -1.36853 1.63340 0.00 -0.33 -0.53 0.409
H 1.54235 -1.24361 2.56147 0.18 0.25 0.43 0.408
H 2.82477 0.01004 -1.15368 0.74 1.30 0.40 0.438
H 3.53714 1.65921 -0.76910 1.42 -0.60 -0.64 0.432
```
Positions in Å, forces in eV/Å.

Results
**Relative energy (zero: lowest compared OMol25 entry of this formula, charge and spin)**: 29.4 kcal/mol
**Largest force on an atom**: 0.076 Eh/bohr
**Net charge**: +2
**HOMO**: -0.59641 hartree
**Structure (SMILES)**: C/C=N/C=C(/C(N)=[NH2+])[n+]1cncn1N



# C7H13NO

C7H13NO as an isolated structure (wB97M-V/def2-TZVPD, OMol25).

Structure (XYZ):
```
22
Properties=species:S:1:pos:R:3:forces:R:3:nbo_charge:R:1
C -2.59779 -0.07874 -0.11473 0.94 -3.73 2.33 -0.634
C -1.12291 -0.56831 0.70608 -0.79 5.06 1.39 -0.389
C 0.25097 -0.44634 0.11295 -1.82 -0.02 -1.94 0.017
C 0.50409 -1.70438 -0.65605 4.06 -1.60 -2.93 -0.604
C 0.75886 0.99644 -0.29784 0.68 -2.28 -2.14 -0.050
C -0.05391 2.28329 -0.11394 -1.18 -4.28 0.12 -0.665
C 2.65240 -0.24707 0.58328 2.05 1.09 -0.62 0.529
H -3.21932 0.09253 0.84947 0.39 -0.98 -1.91 0.221
H -2.85645 -1.01317 -0.79567 -0.03 1.84 1.82 0.213
H -2.83739 0.77562 -0.71295 1.23 0.84 -0.38 0.218
H -1.20254 -1.52282 1.14170 -0.87 -1.35 0.17 0.209
H -0.99542 0.12723 1.63019 -0.89 -0.96 -1.26 0.208
H 1.05175 -1.16508 -1.84552 -1.78 -2.65 3.40 0.234
H 1.52072 -2.63430 -0.11152 -3.12 3.10 -1.60 0.199
H -0.43188 -2.38156 -0.73442 1.78 1.37 -0.46 0.232
H 1.60783 0.84801 -1.04022 -1.81 1.30 -0.38 0.228
H -0.88398 2.04840 -0.78000 0.13 0.94 -0.82 0.225
H -0.66177 2.14262 0.83186 1.66 1.45 -0.33 0.243
H 0.65842 2.96656 -0.49145 -0.17 2.00 0.56 0.249
H 3.12671 -0.97440 1.35691 -1.61 0.89 -1.03 0.158
N 1.28842 0.24797 0.74553 3.44 -1.09 3.98 -0.476
O 3.44321 0.20749 -0.26367 -2.30 -0.95 2.04 -0.565
```
Positions in Å, forces in eV/Å.

Results
**Relative energy (zero: lowest compared OMol25 entry of this formula, charge and spin)**: 162.4 kcal/mol
**Largest force on an atom**: 0.105 Eh/bohr
**HOMO**: -0.32555 hartree



# C7H13NO

C7H13NO as an isolated structure (wB97M-V/def2-TZVPD, OMol25).

Structure (XYZ):
```
22
Properties=species:S:1:pos:R:3:forces:R:3:nbo_charge:R:1
C -0.12445 1.47236 0.57751 0.42 0.56 -0.90 -0.120
C -0.64408 -0.21997 2.41631 0.04 0.05 0.04 -0.690
C -0.49625 1.22417 2.02460 0.23 -0.39 -0.05 0.312
O 0.78781 0.51377 0.10236 2.48 -0.16 -1.78 -0.766
N -0.66752 2.22925 2.77120 -0.08 0.28 0.06 -0.628
H 1.27656 0.44887 -1.02557 -1.90 1.24 4.34 0.513
H -0.97379 1.97568 3.71324 0.07 -0.15 -0.18 0.330
H 0.29007 2.48176 0.49560 -0.21 -0.01 0.06 0.193
H -1.05310 1.42504 -0.01653 -0.07 0.02 0.03 0.176
H -1.36201 -0.71306 1.75863 -0.01 -0.03 -0.01 0.226
H -0.96306 -0.32535 3.45262 -0.03 0.04 -0.01 0.212
H 0.31404 -0.72348 2.28078 -0.03 -0.02 -0.02 0.242
C 1.00474 -0.59156 -2.14193 -0.79 -2.65 -0.72 -0.400
C -0.15098 -0.96956 -1.21820 -0.90 -0.50 -2.24 -0.118
C 2.11864 -1.37168 -2.19860 -0.44 1.38 0.52 -0.251
C -1.41462 -0.65885 -1.58744 1.03 -0.11 0.56 -0.474
H 0.68827 -0.10180 -3.05861 0.13 0.38 0.14 0.231
H 0.03037 -1.78924 -0.53601 0.10 0.25 0.23 0.211
H 2.44564 -1.92262 -1.32813 -0.18 -0.36 0.00 0.199
H -2.26761 -1.11564 -1.10909 -0.02 0.00 0.15 0.205
H -1.62615 0.10146 -2.32589 0.07 -0.03 -0.18 0.193
H 2.78748 -1.36954 -3.04685 0.07 0.23 -0.03 0.205
```
Positions in Å, forces in eV/Å.

Results
**Relative energy (zero: lowest compared OMol25 entry of this formula, charge and spin)**: 105.9 kcal/mol
**Largest force on an atom**: 0.095 Eh/bohr
**HOMO**: -0.32011 hartree



# C7H13NO

C7H13NO as an isolated structure (wB97M-V/def2-TZVPD, OMol25).

Structure (XYZ):
```
22
Properties=species:S:1:pos:R:3:forces:R:3:nbo_charge:R:1
C -1.12216 1.65618 -0.46152 0.15 2.11 -1.67 -0.678
C -1.51168 0.27009 0.06911 -0.57 2.77 -2.50 0.050
C -1.40014 -1.61050 0.15989 -2.55 -4.73 -2.81 -0.072
C -0.66068 -0.62135 1.01383 -6.64 0.99 1.47 -0.274
C 0.66200 -0.36718 0.76331 3.18 -4.48 2.63 -0.309
C 1.37036 0.84806 0.92656 3.78 2.55 -1.75 -0.442
C 1.39549 0.05128 -0.37704 -4.22 -0.45 -4.69 -0.069
H -1.67646 1.71890 -1.63181 1.86 -0.21 3.46 0.243
H 0.17964 1.63150 -0.55981 -5.12 1.25 -0.59 0.244
H -1.71683 2.61286 0.16814 2.33 -2.76 -1.63 0.224
H -2.59484 0.35377 0.31634 0.65 -0.55 0.03 0.189
H -2.60105 -1.65339 0.67763 3.38 -0.01 -1.96 0.183
H -1.21935 -2.88731 -0.30745 0.13 4.02 1.91 0.210
H -1.05231 -0.56675 2.11734 1.07 -0.24 -1.89 0.225
H 1.27429 -1.19434 1.22908 -0.60 0.57 -0.49 0.234
H 0.77362 1.77214 0.74390 1.60 -0.47 1.44 0.247
H 2.51118 0.70739 1.05913 -2.01 1.22 1.46 0.256
H 0.99951 0.24186 -1.54659 -0.12 0.56 3.81 0.228
H 2.85783 -0.08890 -1.12921 3.81 1.68 -1.53 0.345
H 2.35187 -1.43316 -1.52700 -0.58 1.21 3.20 0.354
N 2.46997 -0.79006 -0.59898 2.53 -3.43 -2.73 -0.821
O -1.29023 -0.65107 -1.10485 -2.07 -1.60 4.83 -0.568
```
Positions in Å, forces in eV/Å.

Results
**Relative energy (zero: lowest compared OMol25 entry of this formula, charge and spin)**: 244.8 kcal/mol
**Largest force on an atom**: 0.134 Eh/bohr
**HOMO**: -0.34293 hartree



# C7H13NO2

A 3-piece molecular cluster, C7H13NO2 overall (wB97M-V/def2-TZVPD, OMol25).

Structure (XYZ):
```
23
Properties=species:S:1:pos:R:3:forces:R:3:nbo_charge:R:1
C 0.22021 -0.16711 2.70596 -0.18 0.04 0.25 -0.252
C -2.44595 -0.13704 1.19312 -2.29 0.22 0.51 0.878
O -0.78677 -1.11836 2.41240 -1.89 -0.13 1.37 -0.754
O -3.16296 -0.30526 2.13229 0.84 0.23 -0.96 -0.590
N -2.04698 0.19757 0.11123 0.23 0.09 -0.11 -0.753
H -1.66872 -0.95137 2.94155 2.88 -0.45 -1.10 0.504
H -1.17003 -0.03415 -0.32712 0.25 -0.09 0.00 0.431
H 0.95287 -0.21284 1.90017 -0.01 -0.02 0.03 0.186
H 0.71190 -0.40812 3.65184 0.05 0.12 -0.02 0.173
H -0.18962 0.84781 2.75132 0.09 -0.01 0.03 0.166
C 1.30964 1.60056 -1.00239 0.09 -0.13 0.03 -0.624
C -0.06282 0.52816 -2.87178 -0.01 -0.15 0.03 -0.628
C 0.72899 0.34633 -1.60269 -0.09 0.18 -0.06 -0.083
C 0.99533 -1.97936 -0.46591 0.27 -0.15 0.40 -0.484
C 0.87295 -0.82014 -1.03612 -0.02 0.13 -0.15 0.054
H 0.51140 2.30300 -0.75651 -0.03 0.04 0.00 0.219
H 1.96901 2.08834 -1.72173 0.02 0.04 -0.01 0.218
H 1.87644 1.38490 -0.09919 0.02 0.03 0.01 0.221
H -0.43472 -0.42378 -3.24493 -0.01 0.01 -0.03 0.226
H -0.91392 1.18817 -2.69299 -0.01 0.05 -0.02 0.220
H 0.56283 0.98855 -3.63844 -0.02 0.02 -0.02 0.218
H 1.83786 -2.62543 -0.67119 0.05 -0.05 -0.15 0.220
H 0.33307 -2.29043 0.33111 -0.24 -0.04 -0.03 0.236
```
Positions in Å, forces in eV/Å.

Results
**Relative energy (zero: lowest compared OMol25 entry of this formula, charge and spin)**: 76.1 kcal/mol
**Largest force on an atom**: 0.060 Eh/bohr
**HOMO**: -0.35011 hartree
**Structure (SMILES)**: C=C=C(C)C.N=C=O.CO



# C7H13NO2

A 3-piece molecular cluster, C7H13NO2 overall (wB97M-V/def2-TZVPD, OMol25).

Structure (XYZ):
```
23
Properties=species:S:1:pos:R:3:forces:R:3:nbo_charge:R:1
C 1.39955 -0.53653 -0.59734 -0.01 -0.02 -0.17 0.481
C 1.38688 -1.89942 0.00221 -0.03 0.03 0.02 -0.714
C 2.45124 0.41534 -0.14555 -0.04 0.02 0.03 -0.711
C 0.63215 -0.26360 -1.73769 0.20 -0.05 0.01 -0.792
C -0.16028 0.33226 1.33814 0.07 0.00 0.22 -0.090
N 0.35949 0.19667 2.36908 -0.07 0.00 -0.29 -0.552
H 0.44149 -2.40977 -0.17512 0.02 0.04 -0.02 0.241
H 3.36914 0.13784 -0.68391 -0.08 -0.02 0.01 0.246
H 0.27340 -1.12839 -2.29408 0.00 -0.01 0.06 0.254
H 2.17775 -2.47192 -0.50305 -0.04 0.07 0.00 0.246
H 1.59832 -1.87594 1.06738 0.00 0.05 -0.02 0.264
H 2.63503 0.34606 0.92250 -0.04 -0.04 -0.01 0.265
H 2.21103 1.44375 -0.41037 -0.02 -0.04 -0.02 0.238
H 0.95221 0.57522 -2.35199 0.01 0.00 0.06 0.240
H -0.46835 0.11944 -1.29136 -0.05 0.03 0.17 0.441
C -2.89714 0.29255 1.15760 0.09 0.02 0.00 -0.693
C -1.93896 0.93359 0.19340 -0.18 0.10 -0.37 0.828
O -1.85480 2.27280 0.37058 0.09 -0.31 -0.02 -0.678
O -1.75396 0.45071 -0.95754 0.03 0.19 0.36 -0.715
H -1.39208 2.64420 -0.39365 -0.04 -0.07 0.02 0.486
H -2.77600 0.70040 2.15700 0.02 0.00 -0.04 0.246
H -3.90727 0.50625 0.79473 0.06 0.01 -0.01 0.229
H -2.73884 -0.78152 1.16903 0.02 0.03 -0.01 0.238
```
Positions in Å, forces in eV/Å.

Results
**Relative energy (zero: lowest compared OMol25 entry of this formula, charge and spin)**: 94.2 kcal/mol
**Largest force on an atom**: 0.008 Eh/bohr
**HOMO**: -0.35130 hartree



# C7H13NO2S

C7H13NO2S in the gas phase (wB97M-V/def2-TZVPD, OMol25).

Structure (XYZ):
```
24
Properties=species:S:1:pos:R:3:forces:R:3:nbo_charge:R:1
C -2.23857 -0.62149 -0.49326 -1.39 -1.03 -0.37 -0.380
C -1.99478 0.81465 0.06066 -0.99 -2.66 1.79 -0.399
C -1.25188 -1.81550 -0.11617 -1.23 0.34 1.68 -0.490
C -0.77990 1.53467 -0.36682 1.19 1.69 -2.30 -0.494
C 0.02325 -1.53246 -0.77427 -0.87 -2.08 -4.25 0.011
C 0.48069 1.11389 0.24969 -2.03 0.06 1.14 -0.362
C 3.06276 1.01100 0.78697 -0.02 0.83 2.48 -0.787
N 1.15839 -1.43365 -0.17744 1.13 0.49 1.86 0.316
O 2.16310 -0.89474 -0.82417 0.16 -1.69 -1.57 -0.387
O 1.35229 -1.51257 1.06085 -0.64 -0.70 0.71 -0.568
S 1.90557 1.18119 -0.57831 3.80 2.70 -1.26 0.584
H -3.35683 -0.86785 -0.26630 2.05 0.06 -0.18 0.213
H -2.17409 -0.64201 -1.59298 -0.30 0.49 0.12 0.194
H -2.95206 1.33443 -0.06030 0.49 0.33 -0.30 0.223
H -1.89417 0.68219 1.19178 -0.18 0.25 -1.20 0.206
H -0.99295 -1.78814 0.96403 -0.52 -0.17 -0.39 0.246
H -1.76018 -2.83876 -0.32038 1.04 1.71 -0.01 0.243
H -0.59468 1.77309 -1.50867 -0.67 -1.10 1.78 0.220
H -0.95958 2.54961 -0.03717 0.04 0.88 0.31 0.246
H 0.09730 -1.59330 -1.92425 -0.05 0.55 2.03 0.212
H 0.60659 0.68629 1.20872 -0.65 -0.35 0.90 0.227
H 3.51649 1.90199 1.26810 -0.98 0.44 -0.76 0.224
H 3.95939 0.49430 0.59710 0.74 -1.20 -1.24 0.246
H 2.62388 0.46317 1.65259 -0.10 0.16 -0.99 0.257
```
Positions in Å, forces in eV/Å.

Results
**Relative energy (zero: lowest compared OMol25 entry of this formula, charge and spin)**: 96.2 kcal/mol
**Expectation value of S²**: 2.040
**Largest force on an atom**: 0.094 Eh/bohr
**2S+1**: 3
**HOMO (spin up / spin down)**: -0.22637 / -0.30929 hartree



# C7H13NO3

A 2-piece molecular cluster, C7H13NO3 overall (wB97M-V/def2-TZVPD, OMol25).

Structure (XYZ):
```
24
Properties=species:S:1:pos:R:3:forces:R:3:nbo_charge:R:1
C 1.16245 0.70396 0.74395 1.15 -1.89 0.06 0.136
C -1.11018 1.59836 0.67288 -1.89 -0.51 -0.37 0.804
C -1.88086 0.35860 1.22971 -0.24 2.59 -0.31 -0.722
C 1.01262 -1.82115 1.03834 -1.12 1.37 1.61 -0.601
C 0.64428 -0.76681 -1.24773 -1.39 -1.87 0.68 -0.605
C -0.40076 2.46460 -1.34971 2.85 -0.94 -1.42 -0.263
C 1.39131 -0.64300 0.14755 -2.46 0.82 -1.50 -0.289
N 1.63322 1.68210 1.15680 -1.13 -1.89 -0.85 0.213
O -1.00977 2.68063 1.20029 0.02 -1.14 -0.36 -0.583
O 1.79251 2.77302 1.51821 1.15 3.24 1.31 -0.376
O -0.81990 1.35295 -0.64114 -1.94 0.22 1.57 -0.544
H -1.37775 0.00073 2.05876 1.39 -1.17 1.45 0.230
H -2.19798 -0.38966 0.53395 0.26 -0.28 -0.51 0.231
H -2.74613 0.78037 1.71935 -0.61 0.26 -0.18 0.244
H 1.70657 -1.88506 1.87560 0.03 0.08 0.15 0.217
H -0.06540 -1.64256 1.56087 2.46 -0.97 -1.79 0.221
H 1.21056 -2.69384 0.43471 -0.82 -0.60 0.11 0.219
H 0.63257 -1.89367 -1.46830 0.39 1.65 -0.20 0.202
H 1.04337 -0.16691 -2.08297 0.14 -0.37 0.54 0.214
H -0.43688 -0.49673 -1.13990 1.24 -0.52 -0.20 0.239
H 0.49714 2.82965 -0.81969 -0.56 0.70 -0.45 0.199
H -1.17345 3.18376 -1.52067 -0.31 0.52 -0.02 0.198
H -0.01798 1.96657 -2.28987 -0.58 1.15 0.53 0.186
H 2.38405 -0.61535 -0.17632 1.97 -0.47 0.16 0.229
```
Positions in Å, forces in eV/Å.

Results
**Relative energy (zero: lowest compared OMol25 entry of this formula, charge and spin)**: 124.2 kcal/mol
**Largest force on an atom**: 0.072 Eh/bohr
**HOMO**: -0.34111 hartree
**Structure (SMILES)**: CC(C)C#[N+][O-].COC(C)=O



no.,calculated total energy (a.u.)
1,-657.116014
2,-404.268643
3,-404.358696
4,-404.137399
5,-479.675272
6,-479.646439
7,-877.629002
8,-554.842129